1.
A 2-piece molecular cluster, C4H10N2 overall at a distorted geometry, computed with the ωB97M-V functional and the def2-TZVPD basis.

Summary:
Highest occupied orbital energy, eV: -8.18
Structure (SMILES): [H]/N=C/N.C=CC
Frontier orbital gap, eV: 9.32
Total charge: 0

Each line ends with the Mulliken charge.
Cartesian coordinates (Å):
C (1.995, -2.007, 0.927)  -0.995
C (1.199, -0.810, 1.292)  0.156
C (1.440, 0.443, 0.895)  -0.842
H (2.035, -2.657, 1.811)  0.274
H (3.009, -1.771, 0.609)  0.314
H (1.514, -2.636, 0.175)  0.242
H (0.494, -0.970, 2.104)  0.312
H (0.627, 1.098, 1.193)  0.248
H (2.289, 0.757, 0.308)  0.283
N (-2.083, 2.160, -1.776)  -0.489
C (-1.972, 0.832, -1.414)  0.010
N (-2.403, 0.289, -0.369)  -0.637
H (-2.879, 2.573, -1.333)  0.298
H (-2.037, 2.311, -2.765)  0.250
H (-1.350, 0.263, -2.135)  0.313
H (-1.878, 0.125, 0.476)  0.263



2.
One molecule with the formula C4H10N2 at a distorted geometry, computed with the ωB97M-V functional and the def2-TZVPD basis.

Summary:
Highest occupied orbital energy, eV: -9.09
Structure (SMILES): [H]/N=C(/N)C(C)C
Frontier orbital gap, eV: 10.06
Total charge: 0

Each line ends with the Mulliken charge.
Cartesian coordinates (Å):
C (0.731, -0.779, -1.594)  -1.545
C (-0.194, -0.654, -0.356)  0.474
C (0.177, -1.620, 0.844)  -1.134
C (-0.175, 0.775, 0.182)  0.482
H (1.849, -0.721, -1.322)  0.313
H (0.498, 0.075, -2.358)  0.325
H (0.593, -1.752, -2.073)  0.407
H (-1.227, -0.912, -0.684)  0.240
H (1.254, -1.428, 1.151)  0.265
H (-0.463, -1.420, 1.761)  0.313
H (0.083, -2.674, 0.548)  0.373
H (-2.215, 0.543, 0.766)  0.187
H (-1.493, 2.055, 1.259)  0.235
H (1.688, 1.047, -0.350)  0.287
N (-1.424, 1.151, 0.810)  -0.402
N (0.882, 1.543, 0.168)  -0.821



3.
A 2-piece molecular cluster, C4H10N2 overall at a distorted geometry, computed with the ωB97M-V functional and the def2-TZVPD basis.

Summary:
Highest occupied orbital energy, eV: -8.88
Structure (SMILES): C=NC.C=NC
Frontier orbital gap, eV: 9.75
Total charge: 0

Each line ends with the Mulliken charge.
Cartesian coordinates (Å):
C (3.951, -1.588, -0.680)  -0.711
C (3.295, 0.567, -1.209)  -0.309
N (2.880, -0.640, -1.103)  -0.366
H (3.589, -2.608, -0.797)  0.240
H (4.132, -1.440, 0.388)  0.325
H (4.798, -1.503, -1.350)  0.269
H (2.875, 1.056, -2.086)  0.272
H (3.894, 0.987, -0.394)  0.280
C (-3.220, -0.014, 0.221)  -0.622
C (-4.141, 1.521, 1.706)  -0.214
N (-3.128, 0.837, 1.429)  -0.383
H (-2.563, -0.852, 0.428)  0.190
H (-2.784, 0.581, -0.574)  0.232
H (-4.256, -0.358, 0.207)  0.367
H (-4.200, 2.250, 2.502)  0.259
H (-5.123, 1.204, 1.311)  0.170



4.
One molecule with the formula C4H10N2, computed with the ωB97M-V functional and the def2-TZVPD basis.

Summary:
Highest occupied orbital energy, eV: -9.24
Structure (SMILES): CCC/N=C\N
Frontier orbital gap, eV: 10.26
Total charge: 0

Each line ends with the Mulliken charge.
Cartesian coordinates (Å):
C (-1.269, -1.702, 0.666)  -1.110
C (-1.161, -0.243, 1.123)  -0.457
C (-0.005, 0.526, 0.502)  -0.599
N (2.194, 0.994, -1.275)  -0.493
C (0.874, 0.760, -1.669)  0.054
N (-0.125, 0.509, -0.943)  -0.394
H (-1.067, -1.794, -0.404)  0.323
H (-0.596, -2.368, 1.209)  0.289
H (-2.293, -2.044, 0.816)  0.312
H (-2.083, 0.254, 0.805)  0.312
H (-1.101, -0.172, 2.212)  0.342
H (0.944, 0.142, 0.903)  0.280
H (-0.088, 1.582, 0.783)  0.323
H (2.639, 1.806, -1.698)  0.232
H (2.369, 0.988, -0.282)  0.237
H (0.768, 0.762, -2.749)  0.349



5.
A 2-piece molecular cluster, C4H10N2 overall at a distorted geometry, computed with the ωB97M-V functional and the def2-TZVPD basis.

Summary:
Highest occupied orbital energy, eV: -6.83
Structure (SMILES): C=CN.C=CN
Frontier orbital gap, eV: 7.46
Total charge: 0

Each line ends with the Mulliken charge.
Cartesian coordinates (Å):
C (1.577, 1.804, -2.362)  -0.895
C (0.558, 2.426, -1.692)  0.070
N (0.279, 2.469, -0.348)  -0.430
H (2.518, 2.220, -2.725)  0.280
H (1.267, 0.909, -2.998)  0.148
H (-0.248, 2.849, -2.298)  0.295
H (1.115, 2.444, 0.234)  0.291
H (-0.360, 3.191, -0.023)  0.245
C (0.353, -1.932, 0.921)  -0.728
C (-0.776, -1.948, 1.644)  0.101
N (-1.793, -2.885, 1.799)  -0.546
H (0.763, -2.750, 0.324)  0.252
H (0.985, -1.072, 1.069)  0.202
H (-1.105, -1.047, 2.146)  0.229
H (-1.817, -3.507, 0.992)  0.223
H (-2.759, -2.604, 1.857)  0.263



6.
A 2-piece molecular cluster, C4H10N2 overall at a distorted geometry, computed with the ωB97M-V functional and the def2-TZVPD basis.

Summary:
Highest occupied orbital energy, eV: -8.24
Structure (SMILES): C=CN.C=NC
Frontier orbital gap, eV: 9.35
Total charge: 0

Each line ends with the Mulliken charge.
Cartesian coordinates (Å):
C (4.259, -1.091, 2.220)  -0.770
C (3.106, -1.452, 2.785)  0.092
N (2.332, -0.632, 3.585)  -0.472
H (4.874, -0.239, 2.487)  0.238
H (4.659, -1.825, 1.534)  0.218
H (2.825, -2.486, 2.656)  0.269
H (2.647, 0.237, 3.978)  0.205
H (1.791, -1.160, 4.256)  0.220
C (-2.633, 0.059, -3.118)  -0.745
C (-3.712, 1.948, -2.367)  -0.222
N (-3.433, 1.251, -3.373)  -0.392
H (-2.035, -0.133, -4.006)  0.269
H (-1.886, 0.195, -2.334)  0.323
H (-3.262, -0.791, -2.894)  0.271
H (-4.289, 2.850, -2.529)  0.258
H (-3.396, 1.704, -1.347)  0.239



7.
An isolated ion of composition C4H10N2 and charge +1 at a distorted geometry, computed with the ωB97M-V functional and the def2-TZVPD basis.

Summary:
Expectation value of S²: 0.76
2S+1: 2
Highest occupied orbital energy (alpha / beta), eV: -13.32 / -13.31
Frontier orbital gap (alpha / beta), eV: 9.35 / 6.24
Total charge: +1

Each line ends with the Mulliken spin population.
Cartesian coordinates (Å):
C (1.035, -1.036, -0.124)  -0.001
C (-0.488, -0.786, -0.539)  0.032
C (-0.837, 0.390, 0.288)  0.100
C (-1.524, 1.527, -0.186)  0.583
N (-0.517, 0.353, 1.591)  0.259
N (2.016, -0.448, -1.130)  0.008
H (1.378, -0.853, 1.026)  0.002
H (1.038, -2.128, 0.008)  0.001
H (-1.201, -1.446, -0.153)  0.010
H (-0.682, -0.495, -1.611)  0.000
H (-1.450, 2.597, 0.175)  0.007
H (-2.117, 1.544, -1.148)  0.022
H (-0.238, -0.507, 1.909)  -0.010
H (-0.937, 1.192, 2.083)  -0.013
H (2.889, -0.329, -0.637)  0.000
H (1.706, 0.523, -1.509)  0.000



8.
An isolated ion of composition C4H10N2O and charge -1 at a distorted geometry, computed with the ωB97M-V functional and the def2-TZVPD basis.

Summary:
Expectation value of S²: 0.75
2S+1: 2
Highest occupied orbital energy (alpha / beta), eV: 1.10 / -5.38
Frontier orbital gap (alpha / beta), eV: 2.89 / 9.27
Total charge: -1

Each line ends with the Mulliken spin population.
Cartesian coordinates (Å):
N (1.074, -1.089, 1.760)  0.152
C (0.138, -1.556, 0.718)  1.295
C (-0.925, -0.544, 0.180)  0.569
N (-0.386, 0.524, -0.504)  -1.039
C (-1.270, 1.418, -1.207)  0.393
C (1.023, 0.944, -0.433)  1.505
O (-2.115, -0.769, 0.301)  -0.281
H (2.041, -1.100, 1.408)  -0.598
H (0.863, -1.709, 2.532)  -0.014
H (-0.604, -2.357, 0.838)  -0.244
H (0.671, -1.937, -0.184)  -0.044
H (-2.275, 1.004, -1.115)  0.266
H (-1.392, 2.478, -0.865)  -0.129
H (-0.954, 1.618, -2.232)  -0.260
H (1.273, 1.224, 0.598)  0.108
H (1.176, 1.761, -1.140)  -0.663
H (1.660, 0.091, -0.655)  -0.016



9.
One molecule with the formula C4H10N2O at a distorted geometry, computed with the ωB97M-V functional and the def2-TZVPD basis.

Summary:
Highest occupied orbital energy, eV: -8.17
Structure (SMILES): CN(C)CC(N)=O
Frontier orbital gap, eV: 9.02
Total charge: 0

Each line ends with the Mulliken charge.
Cartesian coordinates (Å):
C (0.739, 1.811, -0.109)  -0.950
N (0.577, 0.490, 0.507)  0.234
C (1.492, -0.063, 1.377)  -0.889
C (-0.032, -0.405, -0.498)  -1.073
C (-1.639, -0.554, -0.363)  0.602
N (-2.252, -1.681, -0.984)  -0.411
O (-2.170, 0.369, 0.203)  -0.545
H (-0.188, 2.266, -0.539)  0.228
H (1.474, 1.749, -0.971)  0.312
H (1.134, 2.517, 0.638)  0.320
H (1.918, 0.490, 2.198)  0.293
H (0.977, -0.955, 1.938)  0.270
H (2.399, -0.481, 0.904)  0.360
H (0.253, -0.347, -1.549)  0.405
H (0.302, -1.422, -0.188)  0.394
H (-3.225, -1.634, -0.917)  0.252
H (-1.758, -2.151, -1.647)  0.198



10.
One molecule with the formula C4H10N2O at a distorted geometry, computed with the ωB97M-V functional and the def2-TZVPD basis.

Summary:
Highest occupied orbital energy, eV: -9.62
Structure (SMILES): NCCCC(N)=O
Frontier orbital gap, eV: 10.40
Total charge: 0

Each line ends with the Mulliken charge.
Cartesian coordinates (Å):
C (-0.028, 1.690, 0.319)  -0.525
C (-0.880, 0.459, 0.594)  -0.529
C (-0.196, -0.907, 0.700)  -0.646
C (0.426, -1.412, -0.579)  0.338
N (-0.420, -1.458, -1.660)  -0.328
O (1.565, -1.813, -0.685)  -0.612
N (1.442, 1.530, 0.370)  -0.708
H (-0.243, 2.115, -0.665)  0.316
H (-0.254, 2.517, 0.986)  0.341
H (-1.715, 0.371, -0.121)  0.332
H (-1.451, 0.524, 1.523)  0.327
H (-0.886, -1.634, 1.115)  0.441
H (0.626, -0.932, 1.404)  0.271
H (-0.062, -1.912, -2.483)  0.238
H (-1.315, -1.016, -1.758)  0.175
H (1.660, 1.066, 1.243)  0.278
H (1.730, 0.812, -0.302)  0.292



11.
One molecule with the formula C4H10N2O at a distorted geometry, computed with the ωB97M-V functional and the def2-TZVPD basis.

Summary:
Highest occupied orbital energy, eV: -9.43
Structure (SMILES): CC(C)/N=C\NO
Frontier orbital gap, eV: 9.98
Total charge: 0

Each line ends with the Mulliken charge.
Cartesian coordinates (Å):
C (-2.238, -0.563, -0.537)  -1.442
C (-0.904, 0.225, -0.261)  -0.359
C (-1.241, 1.225, 0.843)  -0.990
C (1.151, -1.018, 0.433)  -0.063
H (-2.850, -0.930, 0.234)  0.427
H (-2.039, -1.467, -1.085)  0.395
H (-3.030, -0.301, -1.392)  0.298
H (-0.178, 0.504, -1.000)  0.998
H (-2.030, 1.941, 0.380)  0.241
H (-1.801, 0.652, 1.487)  0.327
H (-0.345, 1.769, 1.311)  0.326
H (1.565, -1.801, 1.038)  0.376
H (3.009, 0.116, 0.663)  0.305
H (0.962, 1.312, 0.135)  0.346
N (-0.187, -1.098, 0.313)  -0.453
N (2.202, -0.240, -0.092)  -0.220
O (1.502, 1.044, -0.774)  -0.511



12.
A 2-piece molecular cluster, C4H10N2O overall at a distorted geometry, computed with the ωB97M-V functional and the def2-TZVPD basis.

Summary:
Highest occupied orbital energy, eV: -9.34
Structure (SMILES): [H]/N=C\CO.[H]/N=C/C
Frontier orbital gap, eV: 9.57
Total charge: 0

Each line ends with the Mulliken charge.
Cartesian coordinates (Å):
C (0.257, 0.492, -1.831)  -0.420
C (0.865, 0.683, -0.451)  -0.163
O (-1.107, 0.823, -1.869)  -0.551
N (0.775, 1.692, 0.311)  -0.664
H (-1.584, 0.226, -1.271)  0.398
H (-0.185, 1.985, 0.487)  0.262
H (0.759, 1.180, -2.520)  0.341
H (0.439, -0.538, -2.173)  0.263
H (1.820, 0.003, -0.366)  0.418
C (-0.274, -0.404, 2.084)  -1.184
C (-0.068, -0.967, 0.716)  0.669
N (-1.041, -1.427, 0.048)  -0.835
H (-0.783, -1.851, -0.841)  0.254
H (1.121, -1.093, 0.398)  0.184
H (-1.204, 0.161, 2.133)  0.299
H (-0.334, -1.228, 2.791)  0.354
H (0.542, 0.263, 2.353)  0.376



Calculated total energy (computed, Eh): -267.8259; -267.9064; -267.7908; -267.9047; -267.7617; -267.8447; -267.5458; -343.0944; -343.1170; -343.1697; -342.9482; -343.0406
Energy above the lowest of the compared OMol25 structures with the same formula, charge and spin (computed, kcal per mole): 62.4; 11.9; 84.4; 13.0; 102.7; 50.6; 64.6; 17.7; 53.0; 19.9; 158.9; 100.9